{"formula": "CH6N4", "method": "ωB97M-V/def2-TZVPD", "charge": 0, "e_tot_ha": -260.6909, "smiles": "[H]/N=C(/N)NN", "e_above_lowest_ev": 0.2975, "homo_ev": -8.9, "gap_ha": 0.36105, "species": ["C", "H", "H", "H", "H", "H", "H", "N", "N", "N", "N"], "coordinates": [[0.1699, -0.3791, 0.3976], [-0.0653, 0.2387, -2.3117], [-1.5468, 0.4551, -1.4801], [0.0447, 1.6096, 0.2222], [0.5806, 0.8275, 2.1712], [0.6988, -0.8882, 2.2886], [-0.0126, -1.7733, -1.0121], [-0.6034, 0.8360, -1.6322], [0.1172, 0.7966, -0.3796], [0.4038, -0.1081, 1.7360], [0.2132, -1.6149, 0.0002]], "nbo_charge": [0.56, 0.36, 0.35, 0.37, 0.39, 0.41, 0.34, -0.64, -0.48, -0.85, -0.79]}

{"formula": "CH6N4O", "method": "ωB97M-V/def2-TZVPD", "charge": 0, "e_tot_ha": -335.9246, "smiles": "NNC(=O)NN", "e_above_lowest_ev": 1.9582, "homo_ev": -9.7, "gap_ha": 0.38257, "species": ["C", "H", "H", "H", "H", "H", "H", "N", "N", "N", "N", "O"], "coordinates": [[0.0558, -0.7939, 0.5150], [1.3499, -0.7825, -2.2582], [2.4333, -0.0219, -1.2479], [0.1931, 0.8300, -0.8015], [-1.4384, -0.6493, 1.8969], [-0.8459, 1.8771, 0.9752], [-1.8710, 1.1293, -0.1153], [1.6081, -0.6150, -1.2923], [0.5624, -0.0836, -0.5630], [-0.9650, -0.1146, 1.1699], [-1.5136, 1.1132, 0.8473], [0.4312, -1.8889, 0.8739]], "nbo_charge": [0.75, 0.35, 0.35, 0.36, 0.39, 0.35, 0.34, -0.63, -0.51, -0.49, -0.64, -0.62]}

{"formula": "CH6N4O2", "method": "ωB97M-V/def2-TZVPD", "charge": 0, "e_tot_ha": -410.9436, "e_above_lowest_ev": 6.6669, "homo_ev": [-8.5, -8.5], "gap_ha": [0.34197, 0.34192], "species": ["C", "N", "N", "N", "N", "O", "O", "H", "H", "H", "H", "H", "H"], "coordinates": [[0.0489, 0.3340, 0.0351], [-1.3237, 0.3205, 0.1641], [-0.4365, -1.1696, 1.7377], [0.4150, -0.5950, -1.8320], [0.6441, 1.5257, -0.1571], [0.6079, -0.5449, 1.0220], [-1.5432, -0.4126, 1.4908], [-1.8932, 1.1500, 0.3429], [-0.5972, -2.1367, 1.4180], [1.4792, -0.3388, -2.0103], [0.4415, -1.5180, -1.4570], [1.4861, 1.6511, 0.3777], [0.6713, 1.7343, -1.1319]], "nbo_charge": [0.72, -0.38, -0.03, -0.98, -0.87, -0.37, -0.26, 0.40, 0.32, 0.32, 0.32, 0.40, 0.41]}

{"formula": "CH6N5", "method": "ωB97M-V/def2-TZVPD", "charge": 1, "e_tot_ha": -315.0596, "e_above_lowest_ev": 3.4528, "homo_ev": -14.4, "gap_ha": 0.36492, "species": ["C", "N", "N", "N", "N", "N", "H", "H", "H", "H", "H", "H"], "coordinates": [[0.1902, -0.9657, -0.6132], [0.8785, -1.7881, -1.1753], [1.1667, 1.4952, 0.2471], [1.0279, 0.3564, 0.6729], [-1.0856, -0.5934, -0.4322], [-1.3240, 0.5705, 0.3612], [1.6200, -2.4947, -1.4818], [1.4573, 2.1780, 1.0278], [-1.9115, -0.7842, -1.0117], [-2.1435, 0.4978, 0.9099], [-1.2590, 1.4233, -0.1731], [1.3830, 0.1048, 1.6685]], "nbo_charge": [0.71, -0.60, -0.20, -0.23, -0.47, -0.66, 0.51, 0.35, 0.45, 0.39, 0.38, 0.38]}

{"formula": "CH6NO", "method": "ωB97M-V/def2-TZVPD", "charge": -1, "e_tot_ha": -171.6278, "e_above_lowest_ev": 1.1378, "homo_ev": -2.3, "gap_ha": 0.25094, "species": ["O", "H", "C", "N", "H", "H", "H", "H", "H"], "coordinates": [[2.1553, 0.4518, -1.4841], [2.2427, 0.0390, -2.3855], [-0.5484, 0.2339, 1.0951], [-0.6696, -0.6958, -0.0441], [-1.4693, 0.6763, 0.8817], [0.4027, 0.8354, 1.1767], [-0.7272, -0.3610, 2.0287], [-1.5623, -0.3809, -0.5142], [0.1760, -0.7987, -0.7543]], "nbo_charge": [-1.36, 0.38, -0.41, -0.90, 0.17, 0.22, 0.14, 0.32, 0.44]}

{"formula": "CH6NO", "method": "ωB97M-V/def2-TZVPD", "charge": -1, "e_tot_ha": -171.6371, "e_above_lowest_ev": 0.8839, "homo_ev": -2.2, "gap_ha": 0.24649, "species": ["O", "H", "C", "N", "H", "H", "H", "H", "H"], "coordinates": [[-2.0355, -0.2183, 0.9282], [-2.5158, 0.1695, 1.6527], [1.1116, -0.0109, -1.2307], [1.0803, 0.2072, 0.2626], [0.3296, -0.6485, -1.5500], [1.0728, 0.8164, -2.0151], [2.1264, -0.5024, -1.2217], [0.4981, -0.5560, 0.6261], [0.5410, 1.0820, 0.6285]], "nbo_charge": [-1.38, 0.39, -0.43, -0.89, 0.19, 0.17, 0.17, 0.40, 0.37]}

{"formula": "CH6NO", "method": "ωB97M-V/def2-TZVPD", "charge": 0, "multiplicity": 2, "e_tot_ha": -171.5805, "e_above_lowest_ev": 1.1592, "homo_ev": [-9.1, -9.1], "gap_ha": [0.36199, 0.24078], "species": ["O", "H", "C", "N", "H", "H", "H", "H", "H"], "coordinates": [[-1.0014, -1.3640, -1.2639], [-1.7045, -1.4327, -1.9442], [0.6011, 1.3586, 0.4523], [0.5957, -0.0254, 0.9167], [1.4414, 1.6122, -0.1997], [0.7262, 2.0415, 1.2931], [-0.2927, 1.6301, -0.1143], [-0.1243, -0.0953, 1.6317], [0.2666, -0.6528, 0.1977]], "mulliken_spin": [1.02, -0.02, 0.00, 0.01, 0.00, 0.00, 0.00, 0.00, 0.00]}

{"formula": "CH6NO", "method": "ωB97M-V/def2-TZVPD", "charge": 1, "e_tot_ha": -171.3917, "e_above_lowest_ev": 0.9609, "homo_ev": -16.7, "gap_ha": 0.43692, "species": ["C", "N", "O", "H", "H", "H", "H", "H", "H"], "coordinates": [[0.8194, -0.5914, -0.0376], [-1.1519, 0.2965, -0.0871], [1.5625, 0.4294, -0.2152], [0.6844, -1.0544, 0.9305], [0.6644, -1.1777, -0.9417], [-1.5331, 0.0943, 0.8355], [-1.1718, 1.2903, -0.2801], [-1.6748, -0.2409, -0.7748], [1.8009, 0.9538, 0.5705]], "nbo_charge": [0.32, -0.94, -0.57, 0.21, 0.22, 0.41, 0.42, 0.41, 0.53]}

{"formula": "CH6NO", "method": "ωB97M-V/def2-TZVPD", "charge": 1, "multiplicity": 3, "e_tot_ha": -171.2003, "e_above_lowest_ev": 0.6027, "homo_ev": [-13.8, -16.8], "gap_ha": [0.37509, 0.21709], "species": ["C", "N", "O", "H", "H", "H", "H", "H", "H"], "coordinates": [[-1.7523, 0.5179, 0.0981], [-0.8226, -0.3357, -0.1348], [2.0724, 0.0276, 0.0035], [-2.7356, 0.2987, -0.3599], [-1.4395, 1.4136, 0.5006], [0.2596, -0.2773, -0.0982], [-1.0639, -1.0987, -0.6808], [2.4831, 0.3611, 0.8582], [2.6320, -0.2058, -0.7294]], "mulliken_spin": [1.00, 1.00, 0.00, 0.02, 0.03, -0.02, -0.04, 0.00, 0.00]}

{"formula": "CH6NO2", "method": "ωB97M-V/def2-TZVPD", "charge": -1, "e_tot_ha": -246.9242, "e_above_lowest_ev": 0.6803, "homo_ev": -2.7, "gap_ha": 0.27400, "species": ["O", "H", "N", "C", "O", "H", "H", "H", "H", "H"], "coordinates": [[-2.7402, -0.5654, 0.3544], [-2.6306, -0.5392, 1.3043], [-0.1603, 0.2560, -0.3216], [1.1391, 0.4279, 0.1185], [2.1468, -0.5210, -0.5528], [-1.8599, -0.2607, -0.0095], [-0.2802, 0.8327, -1.1540], [1.2537, 0.1770, 1.1828], [1.6100, 1.3999, -0.0968], [1.5215, -1.2073, -0.8253]], "nbo_charge": [-1.03, 0.44, -1.11, 0.08, -0.86, 0.52, 0.30, 0.11, 0.10, 0.45]}

{"formula": "CH6NO2PS2", "method": "ωB97M-V/def2-TZVPD", "charge": 0, "e_tot_ha": -1384.6022, "smiles": "CO[P@@](=S)(S)ON", "e_above_lowest_ev": 1.0412, "homo_ev": -8.9, "gap_ha": 0.32029, "species": ["C", "N", "O", "O", "P", "S", "S", "H", "H", "H", "H", "H", "H"], "coordinates": [[-0.1993, -1.1029, 1.3418], [-1.6571, 1.2026, -1.6830], [0.5961, 0.1201, 1.2154], [-0.7017, 0.3270, -1.2622], [0.8819, 0.8370, -0.1775], [1.5599, 2.6466, 0.1976], [2.4618, -0.3945, -0.8790], [-0.7386, -1.0079, 2.3124], [0.3254, -2.0478, 1.5287], [-0.9017, -1.0970, 0.6176], [-1.3806, 1.9507, -2.2604], [-2.2918, 1.4408, -0.9509], [2.9715, 0.1998, -1.9890]], "nbo_charge": [-0.26, -0.49, -0.83, -0.58, 1.47, -0.49, -0.30, 0.20, 0.20, 0.20, 0.35, 0.34, 0.18]}

{"formula": "CH6NO4", "method": "ωB97M-V/def2-TZVPD", "charge": -1, "e_tot_ha": -397.5130, "e_above_lowest_ev": 0.5820, "homo_ev": -4.8, "gap_ha": 0.32872, "species": ["N", "C", "O", "O", "H", "H", "H", "H", "O", "H", "H", "O"], "coordinates": [[0.8808, 1.6524, -1.5545], [0.5167, 0.6025, -0.6123], [0.5187, 1.0238, 0.5681], [-0.0456, -0.4085, -1.0651], [1.6352, 2.2902, -1.3490], [1.0290, 1.4619, -2.5458], [0.0466, -2.6149, 1.0459], [-0.4476, -2.3120, -0.3353], [-0.5497, -2.9703, 0.3723], [-0.7743, 1.0338, 2.0670], [-1.3969, -0.0903, 1.2754], [-1.4130, 0.3314, 2.1332]], "nbo_charge": [-0.92, 0.87, -0.82, -0.81, 0.35, 0.34, 0.47, 0.51, -0.98, 0.49, 0.49, -0.99]}

{"formula": "CH6NOP", "method": "ωB97M-V/def2-TZVPD", "charge": 0, "e_tot_ha": -513.0279, "smiles": "CN[PH2]=O", "e_above_lowest_ev": 1.3046, "homo_ev": -10.3, "gap_ha": 0.40723, "species": ["C", "N", "O", "P", "H", "H", "H", "H", "H", "H"], "coordinates": [[1.4466, -0.1299, 0.2425], [0.0067, -0.2145, 0.6359], [-2.6490, -0.0314, 0.3167], [-1.3664, 0.0341, -0.3763], [1.8093, 0.7429, -0.2792], [1.9917, -0.4421, 1.1892], [1.6070, -0.9126, -0.5068], [-0.1986, 0.4806, 1.2897], [-1.4313, 1.1870, -1.0749], [-1.2159, -0.7141, -1.4369]], "nbo_charge": [-0.43, -0.92, -1.08, 1.72, 0.19, 0.22, 0.20, 0.37, -0.14, -0.14]}

{"formula": "CH6NOP", "method": "ωB97M-V/def2-TZVPD", "charge": 0, "e_tot_ha": -512.9307, "e_above_lowest_ev": 3.9506, "homo_ev": -6.2, "gap_ha": 0.22145, "species": ["C", "N", "O", "P", "H", "H", "H", "H", "H", "H"], "coordinates": [[-2.3282, 0.4518, -0.4304], [0.9477, -0.4798, 0.2951], [-1.6506, 0.0570, 0.5313], [2.1032, 1.0018, -0.1101], [-2.2038, 0.0472, -1.4037], [-3.0854, 1.2980, -0.2255], [0.0895, -0.2079, -0.1746], [1.4443, -1.3345, -0.0612], [0.8285, -0.5321, 1.2577], [1.3999, 1.0674, -1.2561]], "nbo_charge": [0.28, -0.92, -0.54, -0.24, 0.13, 0.14, 0.44, 0.41, 0.41, -0.11]}

{"formula": "CH6NOP", "method": "ωB97M-V/def2-TZVPD", "charge": 0, "e_tot_ha": -513.0074, "smiles": "CO[PH2]=N", "e_above_lowest_ev": 1.8623, "homo_ev": -9.1, "gap_ha": 0.36893, "species": ["C", "N", "O", "P", "H", "H", "H", "H", "H", "H"], "coordinates": [[-1.6376, -0.2214, -0.1385], [1.7477, -0.9855, -0.1655], [-0.4784, 0.5670, -0.3348], [1.0510, 0.3976, 0.0966], [-1.3537, -1.2870, -0.1727], [-2.1113, -0.0423, 0.8269], [-2.3256, -0.0438, -0.9590], [2.7382, -0.8761, 0.0074], [1.0060, 0.9034, 1.4148], [1.3638, 1.5881, -0.5752]], "nbo_charge": [-0.24, -1.30, -0.82, 1.66, 0.19, 0.18, 0.20, 0.38, -0.14, -0.11]}

{"formula": "CH6NOPS", "method": "ωB97M-V/def2-TZVPD", "charge": 0, "e_tot_ha": -911.1220, "e_above_lowest_ev": 4.6516, "homo_ev": [-8.5, -8.5], "gap_ha": [0.21701, 0.21704], "species": ["C", "N", "O", "P", "S", "H", "H", "H", "H", "H", "H"], "coordinates": [[0.0237, -1.1024, -1.1697], [-0.4712, 2.3273, 0.6551], [1.3348, -0.2664, 1.0847], [-0.1611, -0.6145, 0.5558], [-0.6788, -2.2592, 1.5333], [0.1049, -2.2782, -1.3610], [-0.9440, -0.7587, -1.6840], [1.0498, -0.7152, -1.4852], [-1.3938, 2.6917, 0.8915], [-0.4080, 2.3748, -0.4370], [1.5436, 0.6007, 1.4166]], "nbo_charge": [-1.05, -0.94, -1.00, 1.39, -0.42, 0.28, 0.27, 0.27, 0.33, 0.33, 0.53]}

{"formula": "CH6NP", "method": "ωB97M-V/def2-TZVPD", "charge": 0, "e_tot_ha": -437.6637, "e_above_lowest_ev": 3.3508, "homo_ev": [-6.9, -9.4], "gap_ha": [0.25178, 0.35296], "species": ["C", "N", "P", "H", "H", "H", "H", "H", "H"], "coordinates": [[-0.2738, -0.7840, 0.8458], [-0.1601, 0.4362, -1.3556], [1.0015, -0.1657, -0.3212], [-1.1445, -0.1276, 0.8101], [0.0496, -0.8678, 1.8763], [-0.4517, -1.9265, 0.7162], [0.0079, 1.1025, -2.0572], [-1.0707, 0.0486, -1.4724], [2.0418, 2.2843, 0.9579]], "nbo_charge": [-1.01, -1.15, 0.77, 0.23, 0.24, 0.24, 0.39, 0.39, -0.10]}

{"formula": "CH6NS", "method": "ωB97M-V/def2-TZVPD", "charge": -1, "e_tot_ha": -494.6208, "e_above_lowest_ev": 1.1891, "homo_ev": -2.3, "gap_ha": 0.24805, "species": ["N", "H", "H", "H", "C", "S", "H", "H", "H"], "coordinates": [[1.2332, 0.6801, 1.8260], [0.2276, 0.4257, 1.7868], [1.2491, 0.8750, 0.8652], [1.4735, -0.3026, 1.8839], [0.4032, -0.9525, -0.8851], [-1.0208, 0.1997, -0.5854], [0.7761, -1.9127, -0.3200], [1.1206, -0.2629, -0.3947], [0.4346, -1.0636, -1.9262]], "nbo_charge": [-1.08, 0.38, 0.36, 0.33, -0.76, -0.74, 0.15, 0.18, 0.19]}

{"formula": "CH6NS", "method": "ωB97M-V/def2-TZVPD", "charge": -2, "multiplicity": 2, "e_tot_ha": -494.4987, "e_above_lowest_ev": 0.2274, "homo_ev": [4.2, 0.0], "gap_ha": [0.10663, 0.26044], "species": ["S", "H", "C", "N", "H", "H", "H", "H", "H"], "coordinates": [[-0.8020, 1.1785, -3.3732], [-1.5247, 2.2779, -3.1449], [-0.0175, -0.0997, 0.6752], [0.7741, -0.9892, 1.5601], [0.4220, 0.0601, -0.3034], [-0.1712, 0.8328, 1.2205], [-1.0311, -0.4892, 0.5679], [0.5794, -1.9700, 1.3552], [1.7710, -0.8011, 1.4427]], "mulliken_spin": [0.03, 0.00, 0.80, 3.20, -0.25, -0.04, -0.41, -1.19, -1.15]}

{"formula": "CH6NS", "method": "ωB97M-V/def2-TZVPD", "charge": -2, "multiplicity": 2, "e_tot_ha": -494.4942, "e_above_lowest_ev": 0.3491, "homo_ev": [4.4, 0.0], "gap_ha": [0.10329, 0.26100], "species": ["S", "H", "C", "N", "H", "H", "H", "H", "H"], "coordinates": [[-3.3470, 0.5733, 1.2373], [-2.5156, 0.4822, 2.2825], [0.9233, -0.7168, -0.4855], [1.0837, 0.7910, -0.4328], [1.0000, -1.0436, 0.5578], [1.7510, -1.1218, -1.0879], [0.0226, -1.0956, -0.9777], [0.7204, 1.1019, -1.3364], [0.3616, 1.0295, 0.2429]], "mulliken_spin": [-0.02, -0.01, 3.77, -0.12, -0.76, -1.19, -0.33, -0.20, -0.14]}